C22H24N2O5 | ωB97M-V/def2-TZVPD

Summary:
HOMO level = -8.208 eV
relative energy (zero: lowest compared OMol25 entry of this formula, charge and spin) = 24.98 kcal per mole
F_max = 0.046 Eh/bohr
structure (SMILES) = CNC(=O)[C@H](Cc1ccccc1)NC(C)=O.O=C(O)C1=Cc2ccccc2OC1
frontier orbital gap = 0.2973 Ha

```
! wB97M-V def2-TZVPD RIJCOSX def2/J DEFGRID3
* xyz 0 1
C -0.016 3.490 -1.270
N 0.738 2.575 -0.413
C 1.343 1.465 -0.855
O 1.345 1.145 -2.041
C 2.087 0.605 0.176
C 3.594 0.909 0.101
C 4.434 0.464 1.287
C 4.634 -0.904 1.557
C 5.434 -1.302 2.643
C 6.059 -0.335 3.449
C 5.877 1.030 3.174
C 5.064 1.428 2.098
N 1.845 -0.822 -0.082
C 1.338 -1.740 0.739
C 0.890 -1.350 2.133
O 1.234 -2.900 0.375
H -1.024 3.100 -1.426
H 0.474 3.582 -2.242
H -0.077 4.476 -0.807
H 0.788 2.784 0.571
H 1.731 0.885 1.166
H 4.003 0.459 -0.805
H 3.714 1.988 -0.008
H 4.188 -1.658 0.925
H 5.580 -2.353 2.848
H 6.685 -0.643 4.276
H 6.362 1.774 3.790
H 4.937 2.481 1.891
H 2.065 -1.155 -1.009
H 1.723 -0.907 2.677
H 0.559 -2.247 2.655
H 0.061 -0.650 2.063
O -7.602 -1.771 -0.060
C -6.492 -2.186 0.224
O -6.292 -3.218 1.071
C -5.313 -1.563 -0.379
C -5.420 -0.558 -1.320
C -4.216 -0.054 -1.965
C -4.288 0.795 -3.079
C -3.115 1.208 -3.722
C -1.870 0.790 -3.243
C -1.803 -0.032 -2.117
C -2.965 -0.462 -1.479
O -2.830 -1.264 -0.377
C -3.947 -2.093 -0.003
H -7.183 -3.489 1.339
H -6.397 -0.187 -1.623
H -5.252 1.118 -3.461
H -3.172 1.848 -4.598
H -0.952 1.103 -3.734
H -0.839 -0.356 -1.739
H -3.817 -3.082 -0.454
H -3.903 -2.221 1.083
*
```

***

C9H10BrP | ωB97M-V/def2-TZVPD

Summary:
HOMO level = -7.620 eV
relative energy (zero: lowest compared OMol25 entry of this formula, charge and spin) = 20.78 kcal per mole
F_max = 0.067 Eh/bohr
structure (SMILES) = C/P=C1\C=C(C)C=C1/C=C/Br
frontier orbital gap = 0.2320 Ha

```
! wB97M-V def2-TZVPD RIJCOSX def2/J DEFGRID3
* xyz 0 1
C 1.230 3.120 0.242
P -0.531 2.771 -0.221
C -0.587 1.035 -0.060
C 0.575 0.158 0.072
C 0.101 -1.165 0.074
C 0.942 -2.443 0.134
C -1.333 -1.142 0.054
C -1.796 0.142 -0.090
C -3.230 0.455 -0.015
C -4.224 -0.421 -0.090
Br -5.961 0.136 0.128
H 1.418 4.120 0.142
H 1.904 2.420 -0.176
H 1.444 2.809 1.212
H 1.591 0.412 0.096
H 0.360 -3.398 0.348
H 1.919 -2.323 0.758
H 1.308 -2.472 -0.887
H -1.844 -2.076 -0.066
H -3.353 1.533 -0.132
H -3.995 -1.385 -0.292
*
```

***

C25H43F3GdO3P2S | ωB97M-V/def2-TZVPD

Summary:
HOMO level (alpha / beta) = -9.782 / -9.784 eV
relative energy (zero: lowest compared OMol25 entry of this formula, charge and spin) = 15.02 kcal per mole
F_max = 0.052 Eh/bohr
⟨S²⟩ = 16.10
frontier orbital gap (alpha / beta) = 0.1245 / 0.2312 Ha

```
! wB97M-V def2-TZVPD RIJCOSX def2/J DEFGRID3
* xyz 1 8
Gd -2.212 0.557 1.062
C -3.093 2.774 -0.215
C -2.744 1.707 -1.107
C -4.410 0.967 0.330
C -4.056 2.293 0.700
C -3.598 0.581 -0.807
C -2.766 4.212 -0.391
H -1.701 4.368 -0.630
H -3.037 4.794 0.502
H -3.374 4.623 -1.224
C -4.574 3.066 1.855
H -4.987 4.024 1.501
H -3.759 3.276 2.575
H -5.397 2.538 2.345
C -5.146 0.109 1.277
H -6.038 0.665 1.594
H -4.550 -0.121 2.189
H -5.432 -0.838 0.821
C -3.480 -0.823 -1.294
H -3.816 -0.895 -2.342
H -4.115 -1.499 -0.691
H -2.434 -1.190 -1.272
C -1.688 1.813 -2.155
H -2.118 1.866 -3.170
H -0.938 1.003 -2.121
H -1.121 2.738 -1.995
C 2.520 2.552 -0.291
C 1.704 3.057 -1.236
C 1.666 2.696 -2.683
C 2.634 1.549 -3.217
C 2.158 0.117 -3.186
C 1.779 -0.462 -2.035
C 1.719 0.198 -0.665
C 2.898 1.096 -0.235
H 1.922 3.636 -3.226
H 3.578 1.694 -2.667
H 0.633 2.473 -3.026
H 3.805 0.858 -0.796
H 2.854 3.171 0.549
H 0.991 3.843 -0.965
H 3.162 0.907 0.822
H 0.811 0.803 -0.523
H 1.570 -1.546 -2.018
H 1.626 -0.615 0.092
H 2.874 1.815 -4.259
H 2.088 -0.431 -4.158
P 2.702 -2.555 0.756
P 0.460 -4.445 0.790
C 3.296 -4.302 1.056
C 2.084 -5.153 1.467
H 4.067 -4.328 1.839
H 3.771 -4.735 0.162
H 2.166 -6.222 1.208
H 1.949 -5.138 2.560
C -0.470 -5.993 1.191
H -1.448 -5.991 0.703
H -0.638 -6.047 2.270
H 0.078 -6.896 0.891
C 0.723 -4.841 -1.004
H 1.330 -5.744 -1.151
H 1.186 -4.003 -1.537
H -0.272 -4.999 -1.438
C 3.466 -1.654 2.180
H 2.874 -0.736 2.323
H 4.517 -1.389 1.976
H 3.402 -2.261 3.094
C 3.886 -2.082 -0.571
H 4.826 -2.670 -0.550
H 4.108 -0.994 -0.455
H 3.399 -2.238 -1.562
F 0.292 4.616 3.436
C -0.583 4.084 2.561
F -1.841 4.393 2.980
F -0.396 4.705 1.371
S -0.294 2.208 2.510
O 0.811 1.799 3.317
O -1.629 1.690 2.973
O -0.233 1.900 1.041
*
```

***

C18H13ClN6S | ωB97M-V/def2-TZVPD

Summary:
HOMO level = -8.018 eV
F_max = 0.049 Eh/bohr
structure (SMILES) = Cc1ncc(C)n2nc(-c3ccc4nc(-c5ccc(Cl)s5)[nH]c4c3)nc12
frontier orbital gap = 0.2912 Ha

```
! wB97M-V def2-TZVPD RIJCOSX def2/J DEFGRID3
* xyz 0 1
C -2.174 3.035 -3.256
C -2.914 1.743 -3.179
N -3.977 1.572 -3.945
C -4.815 0.473 -3.724
C -4.608 -0.457 -2.706
C -5.629 -1.528 -2.341
N -3.436 -0.302 -1.968
N -3.071 -1.001 -0.898
C -1.891 -0.467 -0.609
C -1.049 -0.987 0.454
C -1.432 -2.155 1.167
C -0.589 -2.696 2.193
C 0.546 -2.000 2.549
N 1.465 -2.292 3.520
C 2.395 -1.377 3.440
C 3.463 -1.270 4.379
C 4.056 -0.112 4.773
C 5.068 -0.334 5.807
C 5.220 -1.670 6.121
Cl 6.305 -2.156 7.349
S 4.101 -2.685 5.231
N 2.163 -0.519 2.384
C 0.963 -0.893 1.813
C 0.184 -0.365 0.782
N -1.565 0.623 -1.392
C -2.580 0.722 -2.182
H -2.505 3.683 -2.398
H -1.086 2.942 -3.202
H -2.391 3.531 -4.203
H -5.750 0.465 -4.310
H -6.416 -1.534 -3.142
H -5.177 -2.509 -2.253
H -6.138 -1.291 -1.400
H -2.411 -2.579 0.975
H -0.833 -3.572 2.767
H 3.775 0.875 4.363
H 5.682 0.405 6.281
H 2.855 0.077 1.954
H 0.588 0.495 0.273
*
```

***

C4H12N2O | ωB97M-V/def2-TZVPD

Summary:
HOMO level = -9.094 eV
relative energy (zero: lowest compared OMol25 entry of this formula, charge and spin) = 32.86 kcal per mole
F_max = 0.044 Eh/bohr
structure (SMILES) = NCC[C@@H](N)CO
frontier orbital gap = 0.3678 Ha

```
! wB97M-V def2-TZVPD RIJCOSX def2/J DEFGRID3
* xyz 0 1
N -0.904 2.271 0.479
C -1.467 0.905 0.608
C -1.001 -0.030 -0.522
C 0.174 -1.002 -0.255
N 0.297 -1.915 -1.338
C 1.370 -0.186 0.202
O 2.303 -1.044 0.840
H -0.202 2.382 1.206
H -1.638 2.917 0.752
H -1.195 0.407 1.535
H -2.551 0.944 0.553
H -1.829 -0.678 -0.828
H -0.735 0.580 -1.387
H -0.135 -1.614 0.604
H 0.408 -1.455 -2.232
H 1.053 -2.551 -1.119
H 1.864 0.315 -0.631
H 1.004 0.521 0.948
H 3.184 -0.767 0.585
*
```

***

C41H66BrN4O7RbSSi4 | ωB97M-V/def2-TZVPD

Summary:
HOMO level = -1.689 eV
F_max = 0.020 Eh/bohr
frontier orbital gap = 0.1435 Ha

```
! wB97M-V def2-TZVPD RIJCOSX def2/J DEFGRID3
* xyz -2 1
Rb 0.872 -0.166 0.470
O 6.571 -0.603 3.587
C 5.856 -1.736 3.837
C 6.379 -2.681 4.719
C 5.713 -3.865 4.980
C 4.504 -4.127 4.355
C 3.986 -3.188 3.482
C 4.629 -1.980 3.206
C 3.901 -1.065 2.257
O 2.885 -1.462 1.700
N 4.371 0.236 2.286
N 3.854 1.013 1.409
C 3.982 2.314 1.560
C 3.258 3.211 0.751
C 3.184 4.578 1.122
C 2.253 5.413 0.583
C 1.298 4.930 -0.341
C 1.420 3.653 -0.767
N 2.468 2.880 -0.338
H 7.372 -0.643 4.121
H 7.331 -2.474 5.199
H 6.147 -4.581 5.668
H 3.963 -5.043 4.548
H 3.035 -3.361 2.999
H 4.520 2.738 2.404
H 3.830 4.906 1.924
H 2.196 6.440 0.918
H 0.468 5.531 -0.682
H 0.733 3.152 -1.440
C 2.625 -2.040 -2.060
O 1.414 -2.494 -1.514
Si 1.082 -4.098 -1.084
C 2.592 -4.677 -0.095
C 1.228 -5.052 -2.722
C -0.504 -4.197 -0.277
Si -0.655 -4.938 1.355
C -2.301 -4.584 2.229
C -0.566 -6.846 1.334
C 0.666 -4.437 2.625
Si -1.970 -3.720 -1.233
C -1.604 -2.884 -2.898
C -3.052 -5.228 -1.684
C -3.160 -2.522 -0.365
H 3.108 -2.794 -2.694
H 3.329 -1.761 -1.266
H 2.416 -1.162 -2.677
H 3.435 -4.874 -0.763
H 2.387 -5.593 0.461
H 2.899 -3.908 0.616
H 2.171 -4.865 -3.244
H 0.414 -4.777 -3.394
H 1.157 -6.125 -2.529
H -3.147 -4.980 1.663
H -2.456 -3.511 2.348
H -2.314 -5.045 3.221
H -1.387 -7.251 0.737
H -0.614 -7.290 2.333
H 0.368 -7.166 0.864
H 0.973 -3.399 2.483
H 1.555 -5.066 2.540
H 0.291 -4.531 3.647
H -1.465 -3.614 -3.699
H -0.713 -2.257 -2.853
H -2.443 -2.243 -3.181
H -2.451 -5.943 -2.251
H -3.928 -4.960 -2.283
H -3.402 -5.735 -0.780
H -2.613 -1.712 0.124
H -3.767 -3.015 0.394
H -3.840 -2.070 -1.092
O -1.645 0.701 0.878
H -1.186 1.377 1.407
H -1.680 1.100 -0.023
O 0.519 0.797 -3.213
H -0.287 1.126 -2.744
H 1.230 1.041 -2.613
Br 0.593 2.568 2.516
O 3.621 1.118 -0.993
N 2.570 1.653 -1.084
C -0.877 -0.465 4.929
S 0.655 -1.340 5.324
C 1.831 0.017 5.119
H -1.248 0.102 5.783
H -1.616 -1.208 4.637
H -0.705 0.215 4.095
H 1.540 0.601 4.246
H 2.817 -0.417 4.962
H 1.853 0.668 5.993
C -4.446 2.117 -0.358
C -4.276 2.656 -1.784
C -4.673 1.537 -2.754
C -5.215 3.857 -1.931
Si -2.437 3.101 -2.061
O -1.425 1.946 -1.670
C -2.161 3.692 -3.866
C -3.136 4.035 -4.804
C -2.807 4.490 -6.076
C -1.479 4.610 -6.452
C -0.487 4.262 -5.546
C -0.831 3.812 -4.281
C -2.087 4.680 -1.046
C -1.764 4.557 0.309
C -1.434 5.659 1.086
C -1.433 6.927 0.522
C -1.753 7.080 -0.821
C -2.069 5.967 -1.591
H -5.493 1.826 -0.201
H -4.198 2.870 0.393
H -3.826 1.242 -0.169
H -5.712 1.232 -2.575
H -4.038 0.662 -2.608
H -4.585 1.833 -3.800
H -6.249 3.545 -1.734
H -5.192 4.310 -2.923
H -4.961 4.639 -1.211
H -4.184 3.946 -4.554
H -3.594 4.745 -6.777
H -1.218 4.959 -7.445
H 0.557 4.328 -5.831
H -0.040 3.516 -3.605
H -1.717 3.574 0.762
H -1.146 5.514 2.120
H -1.174 7.792 1.123
H -1.745 8.066 -1.272
H -2.297 6.103 -2.642
*
```